Record 1
Formula: C5H13Cl2NSi
Source: OMol25
Level of theory: ωB97M-V/def2-TZVPD

The geometry in XYZ format:
```
22
Properties=species:S:1:pos:R:3:forces:R:3
C -4.52210 0.79672 0.14584 -2.7 -2.0 -2.0
C 3.18844 1.64792 -0.21972 -1.7 -0.8 -1.3
C 4.18668 -0.51545 -0.09334 0.2 -0.6 -0.1
C -4.45295 -0.77066 -0.21918 1.1 4.3 -1.3
C 2.95756 0.18546 0.34210 -0.8 1.9 0.0
N -3.16702 -1.18298 0.15680 1.4 -0.4 -0.4
Si 1.23893 -0.58171 -0.05802 0.1 1.8 -0.5
Cl 0.08908 -0.65470 1.62138 0.0 -0.2 0.4
Cl 1.13000 -2.31955 -1.08723 0.3 -0.8 -0.1
H -5.40936 1.16986 -0.38223 0.1 0.1 -0.2
H -4.75585 1.07232 1.13259 0.3 -0.2 1.6
H -3.71551 1.33064 -0.24248 1.6 0.6 -0.4
H 3.30690 1.57304 -1.36218 -0.4 0.3 1.6
H 2.26842 2.25676 0.03500 1.5 0.0 -0.3
H 4.16946 1.97252 0.15687 -0.6 0.4 0.2
H 4.61631 -0.10721 -0.99050 0.0 0.3 -0.5
H 4.06418 -1.54366 -0.26960 -0.2 -1.6 -0.2
H 4.90610 -0.41274 0.66358 1.3 0.1 1.0
H -5.08430 -1.28372 0.39313 -2.5 -1.6 1.4
H -4.80801 -0.81946 -1.31672 0.9 -0.5 1.4
H 2.88261 0.38314 1.42931 0.2 -0.7 -0.2
H -3.08958 -2.19653 0.16463 -0.1 -0.3 -0.2
```
Positions in Å, forces in eV/Å.

As for the maximum force: 0.0903 Eh/bohr. The HOMO-LUMO gap (spin up / spin down) is 7.0 / 9.4 eV. The calculation puts the energy above the lowest of the compared OMol25 structures with the same formula, charge and spin at 4.0871 eV.

---

Record 2
Formula: C5H13EuO3
Source: OMol25
Level of theory: ωB97M-V/def2-TZVPD

The geometry in XYZ format:
```
22
Properties=species:S:1:pos:R:3:forces:R:3
C 0.73266 -0.67454 0.06709 0.3 -0.3 0.3
O 0.36360 0.35629 -0.84138 0.6 -0.3 0.4
C -0.55369 1.26860 -0.31962 -0.4 0.0 0.2
C -0.94295 2.27482 -1.37506 0.0 0.3 -0.2
O -1.70736 1.65246 -2.37799 0.1 -0.3 0.3
C -2.04701 2.51413 -3.43315 0.0 0.3 -0.3
H 1.38380 -1.35673 -0.50826 -0.1 0.2 0.0
H -0.16144 -1.28655 0.30623 0.2 0.2 0.1
H -0.11142 1.80883 0.54315 0.0 0.0 -0.1
H -1.46108 0.74937 0.04571 0.2 0.1 -0.1
H -0.03045 2.72484 -1.80903 -0.2 -0.1 0.1
H -1.52583 3.08616 -0.90070 0.1 -0.1 0.0
H -1.14445 2.89604 -3.94182 -0.2 -0.1 0.1
H -2.64391 1.94236 -4.15409 0.2 0.2 0.2
H -2.63939 3.37371 -3.07368 0.1 -0.2 -0.1
Eu 2.30356 -0.46103 2.28226 -0.7 0.5 -1.1
O 1.66962 -2.42692 3.53919 0.3 0.5 0.2
H 1.86225 -2.45329 4.48394 -0.1 -0.3 0.0
C 1.67058 -3.75078 2.97831 -0.1 -0.7 -0.1
H 1.08574 -4.40977 3.62672 0.0 0.1 -0.3
H 1.21054 -3.67814 1.98748 0.0 -0.1 0.3
H 2.68664 -4.14987 2.87471 -0.2 0.2 0.1
```
Positions in Å, forces in eV/Å.

As for the maximum force: 0.0278 Eh/bohr. As for the net charge: +1. The multiplicity is 8. The HOMO-LUMO gap (spin up / spin down) is 5.7 / 5.8 eV.

---

Record 3
Formula: C5H13N
Source: OMol25
Level of theory: ωB97M-V/def2-TZVPD

The geometry in XYZ format:
```
19
Properties=species:S:1:pos:R:3:forces:R:3
C 0.11907 0.32188 0.58849 -1.4 1.4 -0.3
C -0.01250 1.47163 -0.28527 1.6 0.2 3.5
C 1.15272 1.74323 -1.06923 -1.6 1.9 1.3
C -1.12794 -0.31063 1.16240 0.0 -0.9 0.7
C -0.79678 -1.79201 1.53310 -0.4 0.5 -0.2
N 0.53212 -0.98373 -1.69316 -0.5 1.3 0.8
H 0.50688 -0.43995 -0.35422 0.4 -1.0 -0.8
H 0.81812 0.60198 1.38187 0.6 -0.6 -0.4
H -0.78400 2.21929 -0.13327 -0.5 -0.3 -1.2
H 1.17796 2.74458 -1.48320 0.0 -0.2 -0.5
H 0.17341 1.12043 -1.53095 1.0 -0.8 -1.7
H 1.28675 -0.53314 -2.19903 0.2 -0.8 -0.4
H -1.48368 0.22977 2.04747 -0.1 0.0 -0.1
H -1.94709 -0.39387 0.44580 0.1 0.5 -0.1
H -1.37631 -2.18408 2.36669 -0.1 0.1 0.1
H 0.25650 -1.90590 1.76355 0.2 -0.1 0.0
H -1.04557 -2.39512 0.66327 0.3 -0.2 0.0
H 2.09717 1.33779 -0.73506 -0.2 -0.9 -0.6
H 0.58938 -1.99134 -1.71446 0.5 -0.1 -0.1
```
Positions in Å, forces in eV/Å.

As for the maximum force: 0.0754 Eh/bohr. The HOMO-LUMO gap is 6.7 eV. The calculation puts the energy above the lowest of the compared OMol25 structures with the same formula, charge and spin at 6.2110 eV.

---

Record 4
Formula: C5H13N
Source: OMol25
Level of theory: ωB97M-V/def2-TZVPD

The geometry in XYZ format:
```
19
Properties=species:S:1:pos:R:3:forces:R:3
C 1.99168 0.78449 -1.12494 0.6 0.0 0.1
C 1.93142 0.13255 0.03564 -0.2 0.5 -0.2
N 2.92613 0.15963 1.03841 -0.3 -0.2 -0.6
H 2.82832 1.44872 -1.31948 0.2 -0.2 -0.1
H 1.31529 0.62840 -1.94913 -0.5 0.2 0.3
H 1.01007 -0.36269 0.31371 0.2 -0.4 0.0
H 2.97712 -0.75829 1.45238 0.0 0.0 0.4
H 3.82299 0.32621 0.60208 0.1 0.2 0.1
C -1.48936 -0.81672 -1.01087 -0.2 0.1 -0.5
C -1.77822 0.38642 -0.11364 -0.5 -0.7 0.8
C -1.85805 -0.05516 1.37154 1.0 0.9 -1.0
H -0.52919 -1.32448 -0.93729 0.3 0.4 0.3
H -1.61440 -0.52997 -2.05671 0.1 -0.1 -0.1
H -2.22109 -1.60202 -0.80837 -0.2 0.1 0.0
H -2.75243 0.76158 -0.42941 -0.1 0.1 0.1
H -1.10533 1.23604 -0.18668 0.4 -0.2 -0.3
H -1.92129 0.82639 2.00610 -0.5 -0.1 0.2
H -2.65707 -0.77097 1.50881 -0.1 -0.1 0.3
H -0.87659 -0.47013 1.60787 -0.2 -0.5 0.2
```
Positions in Å, forces in eV/Å.

As for the maximum force: 0.0331 Eh/bohr. The HOMO-LUMO gap is 9.7 eV. As for the SMILES: C=CN.CCC. The calculation puts the energy above the lowest of the compared OMol25 structures with the same formula, charge and spin at 1.1743 eV.

---

Record 5
Formula: C5H13N
Source: OMol25
Level of theory: ωB97M-V/def2-TZVPD

The geometry in XYZ format:
```
19
Properties=species:S:1:pos:R:3:forces:R:3
C 0.31639 1.19945 2.11093 1.3 2.6 2.0
C 0.95277 0.53177 0.96027 -0.5 -1.3 0.5
N -0.14894 0.02204 0.08280 3.2 -1.2 -0.1
C -0.56529 0.98924 -0.87464 -1.3 3.4 1.4
C 0.35566 -1.14452 -0.62216 -1.9 -3.3 -0.4
C -0.83726 -1.72471 -1.53428 1.1 -1.7 2.4
H 1.00891 1.25369 3.01925 -0.9 0.1 -1.2
H 0.03025 2.22855 1.85068 0.3 0.0 0.2
H -0.60277 0.80407 2.42486 -1.1 -1.3 0.4
H 1.60105 1.23480 0.45878 0.4 0.2 -0.5
H 1.61568 -0.26921 1.39972 -0.9 0.3 -1.1
H 0.21900 1.48783 -1.51248 -0.6 -1.1 0.0
H -0.95692 1.87979 -0.27263 0.6 -0.8 -0.5
H -1.51090 0.67185 -1.31517 0.7 0.1 -0.7
H 0.51166 -2.03910 0.09295 -0.1 1.6 -0.6
H 1.31170 -1.20079 -1.21174 -0.6 1.3 0.3
H -1.39059 -2.44326 -0.86787 0.2 0.9 -0.5
H -1.57502 -1.08839 -1.98332 0.2 0.4 -0.4
H -0.33538 -2.39310 -2.20595 -0.1 -0.1 -1.0
```
Positions in Å, forces in eV/Å.

As for the maximum force: 0.0767 Eh/bohr. The HOMO-LUMO gap is 10.1 eV. As for the SMILES: CCN(C)CC. The calculation puts the energy above the lowest of the compared OMol25 structures with the same formula, charge and spin at 1.9442 eV.

---

Record 6
Formula: C5H13N
Source: OMol25
Level of theory: ωB97M-V/def2-TZVPD

The geometry in XYZ format:
```
19
Properties=species:S:1:pos:R:3:forces:R:3
C -0.33440 1.41933 1.81705 1.9 0.2 -3.9
C 0.84215 0.55143 1.27746 1.5 -0.9 3.0
C 0.35976 -0.67017 0.62490 -2.5 -1.7 -1.5
N -0.48923 -0.24673 -0.60358 1.3 -3.5 -0.7
C 0.28385 0.52351 -1.59831 0.8 0.4 2.7
C -0.74549 -1.54711 -1.37971 -1.7 1.9 -0.2
H -1.17648 1.19146 1.15013 -0.1 0.1 0.8
H -0.40102 1.20072 2.79925 -1.1 -0.4 3.2
H -0.01708 2.44904 1.63070 -0.4 0.1 0.5
H 1.63128 0.15697 2.07581 -1.7 1.2 -1.1
H 1.41509 1.16001 0.63741 0.9 0.4 -0.9
H -0.33260 -1.30498 1.33932 1.0 1.4 -1.3
H 1.09356 -1.43939 0.29663 0.2 0.8 0.1
H -0.32301 0.57909 -2.47060 -0.5 0.9 -0.6
H 1.23341 0.05203 -1.90555 0.0 -0.1 0.2
H 0.53823 1.43614 -1.01237 -0.3 0.1 -1.6
H -1.70249 -1.35100 -1.94324 1.0 -0.3 0.2
H 0.06153 -1.74650 -2.15257 -0.7 -0.3 1.3
H -1.03105 -2.31839 -0.66824 0.6 -0.4 -0.2
```
Positions in Å, forces in eV/Å.

As for the maximum force: 0.0837 Eh/bohr. The HOMO-LUMO gap is 10.0 eV. As for the SMILES: CCCN(C)C. The calculation puts the energy above the lowest of the compared OMol25 structures with the same formula, charge and spin at 2.1081 eV.

---

> Which formula does entry 6 have?

C5H13N

---

> maximum force of number 4 (C5H13N)?

0.0331 Eh/bohr

---

> Which of these has the highest maximum force?

C5H13Cl2NSi